No. 1
Here is the ion C6H13NO with charge -1 in a non-equilibrium geometry from OMol25. Energies are from the ωB97M-V functional and the def2-TZVPD basis.

```
21
Properties=species:S:1:pos:R:3:forces:R:3
C -0.976807 1.620729 -1.556876 1.5 -1.2 -1.4
O -1.249072 1.865610 -2.921578 -0.6 0.6 -1.0
C 0.171278 0.542504 -1.504950 -0.2 -0.5 -0.6
C 0.839434 0.622925 -0.146171 -0.7 1.7 1.0
C 0.507547 -0.461021 0.825986 -0.2 -0.1 0.8
C -0.781340 -0.614409 1.190125 0.9 -1.3 0.4
N -1.230685 -1.694691 2.055724 0.1 0.6 -0.7
C 1.611005 -1.341176 1.346310 1.6 -0.1 -2.0
H -0.503162 2.541281 -1.191527 -0.6 -0.2 0.3
H -1.931119 1.334416 -1.110010 0.4 0.1 0.8
H -1.955174 1.281467 -3.210296 0.1 0.0 0.0
H 0.910620 0.767141 -2.315886 -0.7 0.3 0.6
H -0.148795 -0.532497 -1.759325 0.1 1.6 0.6
H 0.518009 1.567650 0.372986 -0.9 -0.5 -0.4
H 1.835426 1.031253 -0.144273 1.2 -1.3 -0.4
H -1.578168 -0.069345 0.697068 0.2 0.3 0.3
H -0.477455 -2.348751 2.243697 0.0 0.1 0.0
H -1.537617 -1.327399 2.948472 -0.1 0.0 0.0
H 1.490265 -1.738635 2.330176 -0.3 -0.6 0.5
H 1.830191 -2.105328 0.545090 -0.7 -0.1 1.0
H 2.655613 -0.941731 1.305261 -0.9 0.7 0.3
```
Forces are in eV/Å.

Spin multiplicity ... 2
Charge ... -1
Energy relative to the best compared isomer or geometry (same formula, charge and spin) ... 215.3 kJ/mol
Energy ... -366.291415 Ha
Lowest unoccupied orbital energy (spin up / spin down) ... 3.41 / 3.58 eV
E_HOMO (spin up / spin down) ... 1.321 / -4.622 eV
Orbital gap (spin up / spin down) ... 0.077 / 0.301 hartree

No. 2
Here is the molecule C6H13NO in a non-equilibrium geometry from OMol25. Energies are from the ωB97M-V functional and the def2-TZVPD basis.

```
21
Properties=species:S:1:pos:R:3:forces:R:3
C 2.664975 -0.379284 2.370655 -1.3 3.4 -1.8
C 1.185696 0.244943 2.005612 2.8 1.0 1.1
O 0.778336 1.242066 2.591980 0.0 -1.0 -0.4
N 0.659301 -0.272814 0.908076 -0.9 -0.4 -1.3
C -0.612807 0.181820 0.306818 -0.5 -1.7 0.2
C -0.812439 -0.334812 -1.140538 -2.3 1.1 -0.2
C -0.325057 0.779771 -2.067137 2.5 0.5 -0.9
C -2.382182 -0.474923 -1.364417 1.1 2.8 0.3
H 2.639683 -1.409443 2.572434 0.2 -1.5 -0.2
H 2.807595 0.143167 3.297116 0.7 0.2 0.4
H 3.417360 0.013297 1.539265 -1.6 -1.2 1.9
H 1.083854 -1.150566 0.608292 -0.5 0.6 -0.2
H -1.444721 -0.233196 0.876986 0.1 -0.2 0.4
H -0.815135 1.262916 0.339483 0.9 -0.3 0.1
H -0.442081 -1.423711 -1.350833 0.1 2.3 0.4
H 0.492606 0.288181 -2.530098 1.8 0.0 -0.5
H 0.092532 1.782409 -1.706854 -0.7 -1.7 0.3
H -0.786965 1.045978 -3.005994 -1.5 -0.2 0.1
H -2.946575 0.181025 -0.681490 0.2 -1.0 0.8
H -2.470649 -1.505484 -1.313474 -1.7 -1.8 0.2
H -2.783327 0.018660 -2.255882 0.7 -0.9 -0.7
```
Forces are in eV/Å.

Energy relative to the best compared isomer or geometry (same formula, charge and spin) ... 218.6 kJ/mol
Energy ... -366.350653 Ha
Lowest unoccupied orbital energy ... 0.84 eV
E_HOMO ... -9.470 eV
Orbital gap ... 0.379 hartree

No. 3
Here is the molecule C6H13NO in a non-equilibrium geometry from OMol25. Energies are from the ωB97M-V functional and the def2-TZVPD basis.

```
21
Properties=species:S:1:pos:R:3:forces:R:3
C 0.565857 -2.630430 1.969933 -1.7 1.6 1.3
C 0.254219 -1.316962 1.911847 0.7 -0.9 -1.8
C 1.084192 -0.439398 1.022592 4.4 -3.7 -0.7
C 0.468589 0.763784 0.412804 -0.6 1.8 2.0
C 0.230634 0.837995 -1.085411 -1.1 1.5 0.3
N 0.074742 2.229537 -1.596243 -3.1 -0.5 -0.9
C -1.103721 0.122336 -1.243490 -1.2 -0.5 -1.6
O -1.733387 0.291311 -2.519181 3.6 -3.3 -1.2
H 0.127688 -3.287592 2.686806 -0.7 -0.3 0.3
H 1.290287 -3.121921 1.375475 0.9 0.2 -0.6
H -0.576557 -0.710881 2.263655 -0.2 -0.9 1.1
H 2.129818 -0.489317 1.594236 -2.0 1.8 -0.8
H 1.551950 -1.130328 0.209769 -1.2 0.9 0.6
H -0.550860 0.804695 0.926238 1.1 0.5 -0.7
H 0.996140 1.680925 0.747380 -0.2 -0.4 -0.2
H 1.038954 0.449974 -1.674502 0.3 -0.9 -0.1
H 0.379613 2.981816 -1.039249 1.1 0.5 1.2
H -0.966256 2.461670 -1.682507 1.9 -0.6 -0.1
H -0.961320 -0.999924 -1.104203 -0.4 1.5 0.3
H -1.887880 0.622753 -0.651351 0.9 -0.7 1.2
H -2.412702 0.879958 -2.524595 -2.8 2.5 0.4
```
Forces are in eV/Å.

Energy relative to the best compared isomer or geometry (same formula, charge and spin) ... 357.9 kJ/mol
Energy ... -366.297601 Ha
Lowest unoccupied orbital energy ... 0.86 eV
E_HOMO ... -9.212 eV
Orbital gap ... 0.370 hartree

No. 4
Here is a cluster of 3 separate species, C6H13NO in total in a non-equilibrium geometry from OMol25. Energies are from the ωB97M-V functional and the def2-TZVPD basis.

```
21
Properties=species:S:1:pos:R:3:forces:R:3
C 0.446740 0.172110 0.385568 0.9 -3.9 1.8
C -0.460047 -0.089434 -0.626121 -0.6 4.3 -2.3
C -0.287077 1.935497 -1.247619 -1.3 -2.1 -0.1
C 0.058797 0.788566 1.694033 0.0 -0.2 0.1
C 0.339136 -2.064640 0.761026 0.6 1.0 0.7
N 0.179087 1.989774 -2.568023 -0.2 0.4 0.6
C -0.784385 -2.577738 1.265751 0.3 0.4 0.0
O 1.366420 -2.935378 0.444341 0.0 0.5 0.0
H 2.139529 -2.416124 0.203556 -0.1 -0.1 0.0
H 1.489422 0.282513 0.097403 -0.1 -0.1 0.0
H 1.133846 2.296446 -2.684233 -0.4 -0.6 -0.6
H -0.352716 1.459667 -3.243622 0.8 0.3 -0.1
H -0.116180 -0.588645 -1.522925 0.0 0.0 0.1
H -1.507828 -0.195070 -0.374581 0.1 -0.1 0.0
H -1.351585 2.130790 -1.137685 0.1 0.3 -0.1
H 0.298180 2.564431 -0.584003 0.1 -0.4 0.2
H 0.499825 0.205410 2.504436 0.0 0.2 0.0
H 0.427462 1.812750 1.779677 0.0 0.0 -0.1
H -1.022007 0.788749 1.833622 0.0 0.0 -0.1
H -1.615208 -1.927893 1.503598 0.0 0.0 0.1
H -0.881411 -3.631781 1.515803 0.0 0.0 -0.2
```
Forces are in eV/Å.

Energy relative to the best compared isomer or geometry (same formula, charge and spin) ... 625.8 kJ/mol
Energy ... -366.195561 Ha
Lowest unoccupied orbital energy (spin up / spin down) ... 0.76 / 0.76 eV
E_HOMO (spin up / spin down) ... -6.529 / -6.528 eV
Orbital gap (spin up / spin down) ... 0.268 / 0.268 hartree

No. 5
Here is a structure of composition C6H13NO in a non-equilibrium geometry from OMol25. Energies are from the ωB97M-V functional and the def2-TZVPD basis.

```
21
Properties=species:S:1:pos:R:3:forces:R:3
C 0.293214 0.780666 1.123691 1.3 -0.3 2.5
C 0.104526 -0.341539 0.127665 0.6 0.0 -0.4
C 0.609189 -0.208595 -1.096457 -0.1 1.0 -0.2
N 1.449070 0.901191 -1.425658 -0.1 -0.8 -0.9
C -0.799762 -1.415455 0.513027 -3.9 2.8 3.2
C -2.380222 -0.296582 0.815421 -0.1 -2.0 -2.7
C -3.095572 -0.351008 -0.329665 0.3 0.1 0.5
H -0.412178 1.591990 0.864796 0.8 0.1 0.0
H 1.428778 1.071598 1.333680 -2.5 -0.2 -0.9
H -0.048435 0.475433 2.171613 0.4 0.1 -1.4
H 0.349076 -0.853104 -1.937257 0.3 0.0 0.3
H 1.130446 1.438565 -2.224316 0.1 -0.2 0.1
H 1.653987 1.510969 -0.662352 -0.2 0.3 0.4
H -1.352951 -2.076729 -0.115506 0.6 -0.5 -0.8
H -0.695831 -1.780333 1.536599 0.5 -0.3 -0.4
H -2.921041 0.259426 1.583882 1.4 0.3 0.6
H -3.847179 0.373631 -0.686577 0.0 -0.5 0.8
H -2.959052 -1.199778 -0.988576 0.5 0.4 -0.7
H 3.176892 0.151908 -0.616382 -0.1 -0.2 0.1
H 4.609889 0.076368 -0.145343 -0.3 -0.1 0.3
O 3.707156 -0.108616 0.157723 0.4 0.3 -0.5
```
Forces are in eV/Å.

Energy relative to the best compared isomer or geometry (same formula, charge and spin) ... 437.6 kJ/mol
Energy ... -366.267217 Ha
Lowest unoccupied orbital energy ... 0.95 eV
E_HOMO ... -8.083 eV
Orbital gap ... 0.332 hartree

No. 6
Here is the molecule C6H13NO from OMol25. Energies are from the ωB97M-V functional and the def2-TZVPD basis.

```
21
Properties=species:S:1:pos:R:3:forces:R:3
C 2.009710 2.448163 0.364205 -0.7 0.1 -0.4
C 0.670728 1.688946 0.387270 0.6 -0.2 0.1
C 0.878893 0.189414 0.080175 -0.3 0.6 0.4
C -0.227990 -0.717097 0.623949 -0.5 -0.6 0.2
C -0.962882 -1.513980 -0.476330 0.2 0.7 0.3
N -1.827406 -0.631015 -1.262037 0.2 -0.2 0.4
C -1.790845 -2.607358 0.162043 0.1 -0.3 0.3
O -1.379292 -3.298945 1.056696 0.0 0.0 -0.1
H 1.868185 3.482145 0.041423 0.0 0.1 0.4
H 2.668101 2.021556 -0.381746 0.3 -0.2 -0.1
H 2.491715 2.388361 1.335277 0.2 0.2 0.0
H 0.197447 1.836093 1.359320 0.0 -0.2 0.0
H -0.008225 2.100959 -0.342853 -0.3 0.2 -0.3
H 1.873718 -0.071998 0.444559 -0.1 -0.3 0.1
H 0.913310 0.072493 -1.000816 0.2 0.0 -0.2
H -0.983371 -0.168584 1.197000 0.1 0.2 -0.2
H 0.132716 -1.465158 1.331570 0.3 0.1 -0.1
H -0.150826 -1.960288 -1.070916 -0.2 -0.4 -0.1
H -1.255064 0.109718 -1.647824 -0.2 0.0 -0.2
H -2.292329 -1.140348 -2.003862 0.1 0.2 -0.2
H -2.826291 -2.763079 -0.197103 0.0 0.2 -0.2
```
Forces are in eV/Å.

Energy relative to the best compared isomer or geometry (same formula, charge and spin) ... 124.7 kJ/mol
Energy ... -366.386397 Ha
Lowest unoccupied orbital energy ... 0.97 eV
E_HOMO ... -9.694 eV
Orbital gap ... 0.392 hartree

No. 7
Here is the molecule C6H13NO from OMol25. Energies are from the ωB97M-V functional and the def2-TZVPD basis.

```
21
Properties=species:S:1:pos:R:3:forces:R:3
C -0.045761 0.882542 -1.289984 0.0 0.0 0.2
C 0.668580 -0.923871 0.174412 -0.1 0.3 0.1
C 0.161160 -0.633403 -1.216252 0.0 0.1 0.1
C 2.132804 -1.321348 0.271206 0.0 -0.1 -0.1
N -1.182316 1.213162 -0.290188 0.2 -0.2 -0.1
C -0.996198 0.722708 1.107998 -0.4 0.0 0.0
C -2.056482 0.127810 1.699808 0.4 0.0 -0.2
O 1.054610 1.600779 -0.867189 -0.2 -0.1 0.0
H 1.381445 1.047339 -0.114764 -0.1 -0.1 0.0
H -0.378810 1.279338 -2.252556 0.0 0.0 0.0
H 0.030950 -1.602343 0.731932 0.0 -0.1 0.0
H -1.265757 2.232114 -0.274266 0.0 -0.1 0.1
H -2.070470 0.844600 -0.635611 0.1 0.0 0.1
H 0.862372 -0.892366 -2.022153 0.0 0.0 0.0
H -0.787676 -1.128981 -1.459709 0.0 0.0 0.0
H -0.241478 1.269124 1.644049 0.0 0.0 0.0
H 2.459673 -1.381440 1.313629 0.0 0.0 -0.1
H 2.348636 -2.306163 -0.183380 0.0 0.1 0.0
H 2.803380 -0.612877 -0.230027 0.0 0.0 0.0
H -2.050251 -0.042562 2.765949 0.0 0.0 0.0
H -2.828412 -0.374160 1.127095 0.0 0.1 0.0
```
Forces are in eV/Å.

Energy relative to the best compared isomer or geometry (same formula, charge and spin) ... 496.7 kJ/mol
Energy ... -366.244734 Ha
Lowest unoccupied orbital energy (spin up / spin down) ... 0.46 / 0.46 eV
E_HOMO (spin up / spin down) ... -5.630 / -5.629 eV
Orbital gap (spin up / spin down) ... 0.224 / 0.224 hartree

No. 8
Here is the molecule C6H13NO in a non-equilibrium geometry from OMol25. Energies are from the ωB97M-V functional and the def2-TZVPD basis.

```
21
Properties=species:S:1:pos:R:3:forces:R:3
C 0.702174 0.008659 -1.275284 0.8 0.0 0.6
C 1.824368 0.672229 -0.614937 -0.2 0.2 -0.5
C 0.588890 -1.480956 -0.999438 -0.3 0.3 0.0
N -0.706693 0.779317 -0.660490 -0.1 -0.4 0.9
H 0.568680 0.172197 -2.354979 -0.6 0.3 0.2
H -1.555948 0.554460 -1.177610 0.0 0.0 -0.1
H -0.489674 1.759794 -0.819914 0.0 -0.1 0.1
H 2.042083 1.675094 -0.986392 0.2 -0.1 -0.2
H -0.398704 -1.866908 -1.258826 0.0 -0.1 -0.1
H 1.325898 -1.999050 -1.613393 0.0 0.0 0.1
H 1.081973 0.841998 0.963088 -1.1 -0.4 1.0
H 2.715139 0.065293 -0.476217 -0.1 -0.1 0.1
H 0.772765 -1.706454 0.050047 0.2 0.0 0.0
C -1.897381 -0.661808 0.948474 -0.8 -0.2 -0.5
C -1.063492 0.599213 0.888752 0.1 0.3 -1.4
C 0.149345 0.571244 1.745683 1.5 0.5 -0.6
O -3.051512 -0.690974 0.585645 0.5 0.0 0.2
H -1.389171 -1.573459 1.307434 0.0 0.1 0.1
H -1.723638 1.456020 1.072032 0.1 -0.3 0.1
H 0.409559 -0.429137 2.086104 -0.1 -0.1 0.1
H 0.095336 1.253229 2.590222 -0.1 0.0 0.0
```
Forces are in eV/Å.

Energy relative to the best compared isomer or geometry (same formula, charge and spin) ... 489.4 kJ/mol
Energy ... -366.247503 Ha
Lowest unoccupied orbital energy ... 0.30 eV
E_HOMO ... -5.942 eV
Orbital gap ... 0.229 hartree

No. 9
Here is a cluster of 2 separate species, C6H13NO in total in a non-equilibrium geometry from OMol25. Energies are from the ωB97M-V functional and the def2-TZVPD basis.

```
21
Properties=species:S:1:pos:R:3:forces:R:3
C -0.113901 3.209951 -1.699448 2.6 0.9 1.9
N -0.536690 2.307648 -0.609992 -0.3 -0.8 -1.7
C 0.004403 1.095942 -0.575174 -0.8 -0.6 1.6
C -0.711152 -0.051587 -0.175356 0.8 -1.0 -0.2
C -0.086968 -1.290304 0.245570 -1.0 1.8 -1.4
C 1.264813 -1.448639 0.256119 0.0 -0.8 0.4
C 1.869136 -2.751710 0.592169 1.3 -1.3 0.2
H 0.980110 3.257953 -1.526611 -0.2 -0.3 -0.6
H -0.319830 4.244093 -1.436346 -1.0 -0.1 -0.5
H -0.273152 2.874375 -2.715830 -0.7 0.0 0.1
H -1.490489 2.376806 -0.274948 -0.1 0.0 -0.2
H 1.068575 0.952451 -0.700707 0.1 0.7 -0.6
H -1.779633 -0.109590 -0.356925 -0.1 0.4 0.4
H -0.813543 -2.087174 0.355663 0.4 -0.3 0.5
H 1.872789 -0.626874 -0.093119 0.3 -0.1 0.3
H 1.606914 -3.205349 1.552009 -0.8 0.4 -0.1
H 1.630677 -3.494803 -0.175817 -0.4 0.0 0.0
H 2.959588 -2.869176 0.650177 -0.1 1.0 -0.3
H -2.855919 -0.507022 2.786873 -0.1 -0.1 0.1
H -1.709705 -0.768691 1.808170 -0.2 0.0 0.4
O -2.566024 -1.108299 2.093526 0.2 0.1 -0.2
```
Forces are in eV/Å.

Spin multiplicity ... 2
Charge ... +1
Energy relative to the best compared isomer or geometry (same formula, charge and spin) ... 93.1 kJ/mol
Energy ... -366.074462 Ha
Lowest unoccupied orbital energy (spin up / spin down) ... -4.54 / -6.54 eV
E_HOMO (spin up / spin down) ... -13.082 / -14.737 eV
Orbital gap (spin up / spin down) ... 0.314 / 0.301 hartree

No. 10
Here is the ion C6H13NO with charge +1 in a non-equilibrium geometry from OMol25. Energies are from the ωB97M-V functional and the def2-TZVPD basis.

```
21
Properties=species:S:1:pos:R:3:forces:R:3
C -0.966475 -0.985851 0.780552 -0.4 -1.4 0.5
O -1.617322 -1.319582 2.014216 -0.3 1.5 -0.9
C -1.061699 0.418528 0.179362 0.5 -0.2 0.0
C -0.064255 0.488457 -1.027138 0.9 -1.7 -1.4
C 1.251843 0.043288 -0.580677 1.3 2.0 1.9
C 1.794353 -1.241794 -0.601840 0.0 -0.7 -0.8
C 2.107187 1.102658 0.039542 1.6 0.3 1.2
N -2.335021 0.855949 -0.293333 -1.1 0.1 1.1
H 0.084323 -1.138687 1.116462 -0.1 -0.3 -0.9
H -1.387221 -1.679967 0.025880 0.9 -0.1 0.0
H -2.495801 -0.919378 1.953685 -0.2 -0.4 0.4
H -0.644572 1.043747 0.974380 -0.5 0.7 -0.2
H -0.288307 -0.202910 -1.872663 -0.8 0.3 0.6
H 0.086358 1.468035 -1.476151 -0.6 0.4 0.4
H 2.783167 -1.429995 -0.200900 -0.1 0.1 0.1
H 1.311307 -2.064638 -1.122706 -0.1 0.1 0.2
H 1.676841 1.957508 0.565414 -1.0 -0.3 -0.3
H 2.638241 1.633864 -0.758539 0.1 -0.2 -0.5
H 2.936992 0.825983 0.760643 -0.9 -0.5 -1.1
H -2.986114 0.870816 0.494152 0.1 0.6 -0.2
H -2.823816 0.273971 -0.970336 0.7 -0.2 -0.2
```
Forces are in eV/Å.

Spin multiplicity ... 2
Charge ... +1
Energy relative to the best compared isomer or geometry (same formula, charge and spin) ... 228.1 kJ/mol
Energy ... -366.023064 Ha
Lowest unoccupied orbital energy (spin up / spin down) ... -4.61 / -8.41 eV
E_HOMO (spin up / spin down) ... -13.727 / -13.576 eV
Orbital gap (spin up / spin down) ... 0.335 / 0.190 hartree